Record 1
Here is a molecular structure, C36H27N4NaP at a distorted geometry from the OMol25 dataset. Energies are from ωB97M-V/def2-TZVPD.

Values from the calculation:
- ΔE to the lowest compared entry with this formula, charge and spin: 0.0 kJ/mol
- Net charge: -1
- LUMO level: 2.3 eV
- Molar mass: 569.604 g/mol

CARTESIAN COORDINATES (ANGSTROEM)
Na1 0.105 -0.410 0.387
C1 -4.279 -0.347 0.037
C2 -2.901 -0.632 0.059
N1 -1.982 0.304 0.074
C3 -2.338 1.614 0.056
C4 -3.698 1.995 0.019
C5 -4.664 0.962 0.013
C6 -4.053 3.368 -0.003
C7 -3.052 4.294 0.020
C8 -1.687 3.940 0.059
C9 -1.255 2.608 0.079
N2 -0.008 2.087 0.144
C10 1.179 2.722 0.054
C11 1.469 4.069 -0.209
C12 2.787 4.549 -0.351
C13 3.879 3.739 -0.244
C14 3.669 2.363 0.033
C15 4.740 1.447 0.134
C16 4.502 0.131 0.406
C17 3.170 -0.275 0.598
N3 2.151 0.548 0.508
C18 2.360 1.859 0.208
H1 -5.000 -1.155 0.035
H2 -2.540 -1.658 0.077
H3 -5.714 1.234 -0.007
H4 -5.098 3.655 -0.029
H5 -3.306 5.348 0.014
H6 -0.983 4.748 0.106
H7 0.681 4.781 -0.347
H8 2.927 5.603 -0.564
H9 4.887 4.116 -0.370
H10 5.751 1.811 -0.020
H11 5.305 -0.592 0.470
H12 2.922 -1.308 0.833
N4 0.251 -2.508 0.339
P1 0.228 -3.183 -1.022
C19 0.447 -2.190 -2.582
C20 0.472 -2.776 -3.849
C21 0.601 -2.002 -4.993
C22 0.706 -0.619 -4.891
C23 0.689 -0.019 -3.641
C24 0.564 -0.805 -2.500
C25 1.499 -4.513 -1.309
C26 1.351 -5.620 -2.139
C27 2.369 -6.558 -2.268
C28 3.552 -6.404 -1.560
C29 3.707 -5.314 -0.710
C30 2.683 -4.385 -0.580
C31 -1.325 -4.111 -1.430
C32 -1.614 -5.239 -0.653
C33 -2.834 -5.889 -0.762
C34 -3.801 -5.409 -1.639
C35 -3.537 -4.283 -2.402
C36 -2.306 -3.641 -2.298
H13 0.384 -3.852 -3.943
H14 0.617 -2.475 -5.968
H15 0.803 -0.014 -5.785
H16 0.773 1.056 -3.543
H17 0.560 -0.322 -1.537
H18 0.423 -5.768 -2.681
H19 2.233 -7.417 -2.916
H20 4.345 -7.137 -1.660
H21 4.622 -5.195 -0.142
H22 2.759 -3.549 0.109
H23 -0.868 -5.593 0.050
H24 -3.038 -6.765 -0.157
H25 -4.760 -5.908 -1.720
H26 -4.290 -3.898 -3.079
H27 -2.112 -2.759 -2.897


Record 2
Here is a molecular structure, C36H28AsIrN3O5S2 at a distorted geometry from the OMol25 dataset. Energies are from ωB97M-V/def2-TZVPD.

Values from the calculation:
- ΔE to the lowest compared entry with this formula, charge and spin: 213.9 kJ/mol
- Net charge: +1
- LUMO level (alpha / beta): -4.0 / -6.5 eV
- Molar mass: 913.909 g/mol
- Spin multiplicity: 5

CARTESIAN COORDINATES (ANGSTROEM)
Ir1 -0.139 0.151 0.360
O1 -4.888 4.213 1.278
C1 -3.849 3.386 1.148
C2 -3.578 2.363 2.065
C3 -2.476 1.574 1.845
N1 -1.679 1.744 0.799
C4 -1.946 2.690 -0.101
C5 -3.012 3.545 0.037
C6 -0.971 2.722 -1.274
O2 -0.938 3.693 -1.999
O3 -0.229 1.669 -1.348
C7 -2.081 0.405 2.758
O4 -2.807 0.134 3.689
O5 -0.986 -0.165 2.396
H1 -5.392 4.016 2.076
H2 -4.207 2.164 2.923
H3 -3.194 4.317 -0.698
S1 -5.926 0.575 -0.730
C8 -7.615 0.424 -0.534
C9 -7.966 -0.809 -0.081
C10 -6.850 -1.655 0.107
C11 -5.656 -1.059 -0.199
C12 -4.315 -1.626 -0.116
C13 -3.177 -0.811 -0.309
N2 -1.940 -1.240 -0.184
C14 -1.717 -2.539 0.091
C15 -2.771 -3.454 0.220
C16 -2.467 -4.838 0.432
C17 -1.189 -5.266 0.513
C18 -0.096 -4.346 0.414
C19 1.243 -4.744 0.481
C20 2.264 -3.812 0.382
C21 1.877 -2.464 0.257
N3 0.624 -2.066 0.184
C22 -0.366 -2.980 0.235
C23 3.672 -4.189 0.411
C24 4.780 -3.381 0.406
C25 5.998 -4.095 0.428
C26 5.808 -5.442 0.447
S2 4.154 -5.855 0.437
C27 -4.081 -2.965 0.142
H4 -8.259 1.255 -0.774
H5 -8.988 -1.100 0.111
H6 -6.941 -2.671 0.467
H7 -3.306 0.224 -0.603
H8 -3.289 -5.537 0.515
H9 -0.966 -6.314 0.665
H10 1.473 -5.794 0.607
H11 2.627 -1.684 0.230
H12 4.736 -2.302 0.399
H13 6.973 -3.632 0.432
H14 6.553 -6.221 0.462
H15 -4.907 -3.653 0.267
C28 3.995 0.743 0.709
As1 2.238 1.127 -0.067
C29 2.677 0.819 -1.933
C30 2.205 3.097 0.204
C31 3.180 3.813 -0.672
C32 4.428 4.210 -0.198
C33 5.315 4.879 -1.027
C34 4.969 5.153 -2.342
C35 3.721 4.774 -2.820
C36 2.831 4.114 -1.991
H16 4.678 1.512 0.350
H17 4.365 -0.225 0.379
H18 3.968 0.757 1.798
H19 3.510 1.455 -2.223
H20 1.809 1.037 -2.549
H21 2.957 -0.228 -2.063
H22 2.423 3.243 1.262
H23 1.191 3.437 0.003
H24 4.699 4.014 0.834
H25 6.275 5.201 -0.643
H26 5.665 5.668 -2.990
H27 3.438 5.003 -3.839
H28 1.841 3.847 -2.346


Record 3
Here is a molecular structure, C36H28AuBrF4IN5Se at a distorted geometry from the OMol25 dataset. Energies are from ωB97M-V/def2-TZVPD.

Values from the calculation:
- Net charge: +2
- LUMO level (alpha / beta): -8.8 / -10.3 eV
- Molar mass: 1089.382 g/mol
- Spin multiplicity: 3

CARTESIAN COORDINATES (ANGSTROEM)
Au1 14.226 17.845 8.341
Br1 7.836 14.813 7.568
C1 8.746 13.353 6.809
C2 8.154 12.061 6.976
C3 8.873 10.921 6.765
C4 10.185 11.021 6.286
C5 10.700 12.234 5.904
C6 10.033 13.408 6.311
I1 11.097 15.203 6.380
H1 7.127 12.076 7.268
H2 8.398 9.957 6.818
H3 10.798 10.113 6.215
H4 11.594 12.318 5.351
C7 21.041 16.137 5.977
C8 19.803 16.199 6.801
C9 19.533 17.364 7.543
C10 18.361 17.619 8.271
C11 18.149 18.939 9.004
C12 17.455 16.529 8.417
Se1 15.975 16.613 9.563
C13 17.759 15.284 7.817
C14 16.788 14.146 7.959
C15 18.889 15.126 7.006
H5 21.971 16.000 6.607
H6 21.164 17.067 5.402
H7 20.964 15.235 5.327
H8 20.227 18.169 7.477
H9 18.587 18.973 10.023
H10 17.075 19.084 9.205
H11 18.523 19.834 8.465
H12 15.839 14.372 7.468
H13 16.608 13.899 9.057
H14 17.206 13.224 7.500
H15 19.013 14.157 6.531
F1 12.997 13.702 10.167
C16 13.741 12.646 10.593
C17 14.043 11.631 9.630
F2 13.927 11.895 8.294
C18 14.318 10.323 10.093
C19 14.657 10.158 11.483
C20 14.494 11.200 12.384
F3 14.837 11.006 13.684
C21 14.039 12.482 11.995
C22 13.953 13.588 12.934
C23 13.334 14.756 12.615
N1 12.794 15.810 12.530
C24 14.650 13.646 14.198
N2 15.318 13.789 15.173
F4 15.246 9.019 11.915
C25 14.101 9.152 9.297
C26 12.990 9.187 8.359
N3 12.103 9.301 7.627
C27 14.875 7.994 9.310
N4 15.581 7.075 9.405
C28 10.995 17.295 10.155
N5 11.764 17.916 11.250
C29 10.822 18.079 12.415
C30 12.612 19.111 10.956
C31 12.263 19.773 9.621
C32 11.274 20.798 9.556
C33 10.864 21.301 8.317
C34 11.454 20.841 7.167
C35 12.466 19.870 7.213
C36 12.869 19.361 8.467
H16 10.536 16.363 10.506
H17 11.688 17.063 9.363
H18 10.247 17.988 9.811
H19 12.395 17.162 11.647
H20 10.087 18.882 12.268
H21 11.355 18.267 13.373
H22 10.225 17.155 12.470
H23 13.639 18.752 11.020
H24 12.416 19.698 11.830
H25 10.790 21.133 10.500
H26 10.013 21.976 8.315
H27 11.125 21.136 6.148
H28 13.022 19.593 6.283